1.
A structure of composition C11H23EuN2O4P2 in a non-equilibrium geometry. Source: the Open Molecules 2025 dataset; level of theory: wB97M-V/def2-TZVPD.

```
43
Properties=species:S:1:pos:R:3:forces:R:3:mulliken_spin:R:1
Eu 0.5906 -2.0149 -0.2027 -0.328 -0.229 0.980 6.9789
P 2.5549 0.6152 0.9267 -0.509 1.246 0.102 0.0037
C 1.6897 1.8604 -0.0807 1.150 1.113 -1.380 -0.0053
C 0.5037 1.5873 -1.0080 -0.432 -0.142 -0.430 0.0010
N -0.1330 0.3843 -1.0089 -0.403 1.269 1.064 0.0056
C -1.3938 0.3383 -1.4977 -0.216 -0.609 -1.120 -0.0175
C -1.8888 1.3816 -2.3040 -0.100 -0.272 0.820 0.0015
C -1.1489 2.5449 -2.4471 0.058 0.483 0.144 0.0015
C 0.0509 2.6924 -1.7635 0.456 -1.120 0.496 -0.0014
C -2.2763 -0.9518 -1.3348 0.065 0.834 -1.102 0.0183
P -2.3042 -1.8043 0.3099 -0.147 -0.309 -0.296 -0.0015
H 0.6677 3.5983 -1.8081 -0.503 -0.323 0.060 -0.0002
H -2.8821 1.2887 -2.7372 0.247 0.049 0.041 -0.0001
H -1.5317 3.4041 -2.9950 0.000 -0.356 -0.134 0.0001
H -3.3317 -0.6373 -1.5494 0.896 -0.350 -0.201 -0.0015
H -1.9345 -1.6895 -2.1255 -0.516 0.656 0.763 0.0012
H 1.4005 2.7115 0.5344 -0.176 -0.186 0.554 0.0005
H 2.4813 2.3705 -0.7106 -0.499 -0.726 0.483 0.0004
H 0.2026 1.7847 2.7706 -1.063 1.177 1.235 0.0000
O -0.3219 2.4576 3.3080 0.871 -1.184 -1.812 -0.0002
H -0.8860 2.8551 2.6193 0.145 -0.049 0.529 0.0000
H 1.5441 0.0691 1.8206 0.375 -1.086 -0.720 -0.0017
O 0.5747 -1.4038 1.9399 -1.295 1.978 2.724 -0.0011
H -0.0081 -1.0018 2.6782 1.479 -1.405 -1.682 -0.0004
C -3.2740 -0.6424 1.3188 -0.041 0.074 0.231 -0.0006
H -4.2684 -0.4486 0.8992 0.188 -0.048 -0.017 -0.0004
H -3.4020 -1.1036 2.3062 0.031 0.249 -0.126 -0.0001
H -2.7369 0.3085 1.4303 -0.104 -0.243 0.071 0.0008
C -3.5065 -3.1707 -0.0006 0.218 0.404 0.146 -0.0012
H -3.4604 -3.7911 0.9108 -0.162 0.031 -0.529 0.0001
H -4.5277 -2.7815 -0.1342 0.311 -0.251 -0.081 0.0002
H -3.1700 -3.7406 -0.8836 -0.268 0.085 0.461 -0.0001
C 3.4233 -0.3962 -0.2881 0.470 -1.078 -0.456 0.0177
H 4.3051 0.1957 -0.6385 -0.731 -0.321 0.267 0.0007
H 3.8276 -1.3489 0.1360 -0.372 0.714 -0.232 -0.0006
H 2.8101 -0.6461 -1.1969 0.452 0.316 0.793 -0.0027
C 3.7620 1.4538 1.9550 0.654 0.665 0.389 0.0014
H 4.4253 0.7192 2.4535 -0.425 0.237 -0.322 -0.0001
H 4.4000 2.1381 1.3583 -0.366 -0.372 0.308 0.0001
H 3.2571 2.0371 2.7602 0.228 -0.410 -0.653 0.0000
O 2.7041 -4.5119 -2.1047 -0.462 0.548 0.227 0.0049
N 2.0712 -3.7092 -1.4828 -0.417 0.310 -0.527 -0.0004
O 1.1406 -3.0019 -2.1334 1.242 -1.369 -1.067 -0.0015
```
Forces are in eV/Å.

The value obtained for the frontier orbital gap (spin up / spin down) is 6.681 / 8.305 eV. The spin multiplicity is 8. The LUMO energy (spin up / spin down) comes out at -3.06 / -3.05 eV. Its charge is +1. Its expectation value of S² is 15.7601. The calculation puts the calculated total energy at -2236.1425 Ha.



2.
A structure of composition C11H23FLaNO2P2 in a non-equilibrium geometry. Source: the Open Molecules 2025 dataset; level of theory: wB97M-V/def2-TZVPD.

```
41
Properties=species:S:1:pos:R:3:forces:R:3:mulliken_charge:R:1
La 0.6398 1.5239 0.4858 -1.305 0.468 2.950 1.7068
P -3.0621 0.0788 -0.6654 -1.143 4.138 -0.301 0.6779
C -2.4243 1.1947 -1.9665 1.378 0.282 1.951 -1.1772
C -0.9921 1.0457 -2.5399 0.946 0.843 0.928 0.5362
N 0.1198 1.0454 -1.7127 -0.571 -0.742 -2.694 -0.2146
C 1.3897 1.0581 -2.2614 -0.664 0.316 0.171 1.0590
C 1.5725 1.2736 -3.6048 0.507 -0.277 -0.446 -0.8272
C 0.4668 1.3093 -4.4420 -0.410 0.193 0.043 -0.6922
C -0.8058 1.1592 -3.8975 -0.472 0.031 -0.714 -0.5407
C 2.6073 0.9049 -1.3273 -0.011 0.314 -0.189 -1.5764
P 2.4417 -0.5509 -0.1475 1.030 -0.317 -0.034 0.3712
H -1.7082 1.2202 -4.5213 0.598 -0.119 0.109 0.4362
H 2.5927 1.3586 -3.9846 -0.381 -0.004 -0.020 0.4973
H 0.5597 1.4888 -5.5107 0.144 -0.079 0.203 0.4714
H 3.5317 0.6682 -1.8801 -0.516 0.338 -0.113 0.5719
H 2.8562 1.8764 -0.8114 0.019 -0.600 -0.261 0.6348
H -3.0561 1.0785 -2.7976 -1.133 -0.009 -1.092 0.3667
H -2.5312 2.2359 -1.5701 0.313 -0.318 -0.336 0.3756
H 1.5339 -1.7982 -4.8698 0.886 -0.133 -1.126 0.2577
O 0.9625 -1.7348 -4.1274 -1.179 -0.170 1.058 -0.5117
H 0.2913 -2.4178 -4.2789 0.238 0.151 0.000 0.2723
H -2.4158 -2.1067 -1.3326 -1.018 -1.532 -0.441 0.3773
O -1.8640 -1.4843 -0.8791 3.802 -2.888 -0.482 -0.5880
H -1.1955 -1.3076 -1.5816 0.359 -0.063 0.198 0.3560
C 2.6006 -1.9481 -1.2765 -0.100 -0.627 -0.090 -0.9148
H 3.6275 -2.0441 -1.6297 0.087 0.083 0.056 0.3867
H 2.3560 -2.8486 -0.7014 0.074 0.076 -0.107 0.3858
H 1.9449 -1.9289 -2.1572 -0.009 0.262 0.322 0.1907
C 4.0594 -0.4239 0.7087 -0.058 0.015 0.134 -1.1220
H 4.2466 -1.3915 1.2005 0.042 0.364 -0.105 0.3952
H 4.8701 -0.2027 -0.0059 -0.269 -0.152 0.316 0.3598
H 4.0218 0.3626 1.4880 0.102 -0.406 -0.379 0.3754
C -2.6350 0.5517 1.0043 -0.889 -0.041 0.586 -1.3158
H -3.5940 0.6457 1.5605 0.570 0.022 0.080 0.3971
H -2.0721 -0.2579 1.5108 0.106 0.493 0.009 0.3959
H -2.0894 1.5332 1.1013 -0.429 -0.355 -0.361 0.2270
C -4.7097 -0.5209 -0.9750 -1.588 -0.060 0.292 -1.1726
H -4.9453 -1.3972 -0.3315 0.183 0.517 -0.419 0.3996
H -5.4692 0.2667 -0.7665 0.290 -0.574 -0.139 0.3362
H -4.8487 -0.8561 -2.0220 0.296 0.238 0.520 0.4050
F 0.9942 3.3317 1.4576 0.176 0.324 -0.075 -0.5696
```
Forces are in eV/Å.

The value obtained for the frontier orbital gap (spin up / spin down) is 3.752 / 3.756 eV. The LUMO energy (spin up / spin down) comes out at -7.07 / -7.07 eV. Its charge is +2. The calculation puts the calculated total energy at -1451.6774 Ha.



3.
A cluster of 2 separate species, C11H23IN3O5S2 in total in a non-equilibrium geometry. Source: the Open Molecules 2025 dataset; level of theory: wB97M-V/def2-TZVPD.

```
45
Properties=species:S:1:pos:R:3:forces:R:3:mulliken_charge:R:1
O -2.6241 3.0228 3.1096 0.051 0.222 -0.082 -0.6271
S -3.5139 2.3824 2.2030 0.155 -0.030 0.453 1.2363
O -3.9657 1.0548 2.5048 -0.186 -0.103 -0.295 -0.6296
O -4.8002 3.3033 2.0480 0.348 -0.014 -0.069 -0.4764
C -2.8070 2.4410 0.5776 0.179 0.143 0.129 -0.9517
C -1.5410 1.5962 0.4425 -0.208 -0.202 -0.369 -0.2673
C -1.6404 0.1712 0.9962 0.031 0.408 0.183 -1.1186
C -0.6499 -0.7931 0.3329 -0.282 0.188 -0.669 0.5557
N 0.3573 -1.2965 1.3162 -1.048 -0.344 0.689 -0.3215
C 0.1540 -2.4804 1.9184 0.084 0.071 -0.057 0.6246
N 0.5802 -2.6678 3.1766 -0.158 -0.230 0.093 -0.3442
S 0.4729 -4.1442 4.0195 0.218 -0.262 0.031 -0.1172
N -0.4489 -3.4922 1.2492 1.214 0.301 -0.921 -0.3523
C -0.5158 -3.2257 -0.2128 -0.707 0.421 0.054 -0.9735
C -1.3611 -1.9672 -0.3501 0.480 -0.263 0.454 -0.7990
I -1.8324 -1.5519 -2.3785 0.020 0.058 0.082 0.1156
H -5.5117 2.7235 1.7494 -0.378 0.018 0.038 0.3723
H -3.5786 2.1743 -0.1406 -0.100 -0.236 0.029 0.4116
H -2.5539 3.4854 0.4144 -0.077 0.135 0.000 0.4531
H -0.6816 2.1213 0.8402 0.064 0.072 0.198 0.4529
H -1.3502 1.5203 -0.6267 0.031 0.097 -0.125 0.2006
H -1.4699 0.2080 2.0730 -0.051 -0.133 0.117 0.4036
H -2.6634 -0.1769 0.8882 -0.057 -0.226 -0.092 0.4540
H -0.1024 -0.2434 -0.4249 0.369 0.002 0.101 -0.1459
H 0.5668 -0.5642 1.9839 0.408 0.138 -0.153 0.3861
H 1.0250 -1.9115 3.6690 0.024 0.230 -0.065 0.2648
H -0.7494 -3.9928 4.5646 -0.010 0.151 -0.136 0.2070
H 0.0337 -4.3726 1.4080 -0.525 -0.205 0.576 0.3975
H 0.4851 -3.0835 -0.6149 0.091 -0.043 -0.167 0.4250
H -1.0248 -4.0388 -0.7158 0.135 -0.301 0.136 0.5578
H -2.2971 -2.1718 0.1596 -0.208 0.044 -0.117 0.5679
O 1.2628 1.7296 -0.6403 -0.025 -0.179 0.050 -0.5562
C 1.9477 1.3702 -1.5671 0.102 0.296 -0.201 0.8844
O 3.1368 0.8222 -1.3022 -0.002 -0.233 0.196 -0.3805
C 3.9858 0.2524 -2.3122 0.162 0.018 -0.232 -0.4011
C 4.8281 1.3016 -3.0045 -0.072 0.128 0.086 -0.9999
C 1.5173 1.5891 -2.9968 -0.099 -0.340 -0.052 -1.1189
H 3.3956 -0.3365 -3.0160 -0.026 0.040 0.009 0.3474
H 4.6261 -0.4428 -1.7740 -0.041 0.011 0.093 0.3314
H 4.2153 2.0303 -3.5344 -0.017 -0.048 -0.063 0.2827
H 5.5009 0.8316 -3.7208 0.003 -0.019 -0.003 0.3688
H 5.4239 1.8457 -2.2723 0.038 -0.038 0.005 0.3115
H 1.7422 2.6188 -3.2706 0.001 0.025 0.001 0.3464
H 0.4413 1.4384 -3.0558 -0.019 0.141 0.070 0.2719
H 1.9843 0.9196 -3.7137 0.087 0.093 -0.004 0.3502
```
Forces are in eV/Å.

The value obtained for the frontier orbital gap is 10.027 eV. The LUMO energy comes out at -2.84 eV. Its charge is +1. The calculation puts the calculated total energy at -2067.2632 Ha.